Entry A
{"formula": "C9H14", "method": "ωB97M-V with the def2-TZVPD basis set", "symbols": ["C", "C", "H", "H", "H", "H", "H", "H", "C", "C", "C", "C", "C", "C", "C", "H", "H", "H", "H", "H", "H", "H", "H"], "xyz": [[0.863, 2.469, -1.604], [0.401, 2.276, -3.051], [1.733, 1.847, -1.424], [1.225, 3.496, -1.521], [0.138, 2.215, -0.831], [1.143, 2.770, -3.675], [-0.572, 2.731, -3.248], [0.436, 1.220, -3.287], [-0.433, 0.667, 2.699], [-0.062, -1.971, -0.687], [1.059, -1.633, 0.058], [-1.303, -1.553, -0.242], [0.938, -0.799, 1.157], [-1.421, -0.693, 0.845], [-0.296, -0.297, 1.567], [0.061, -2.568, -1.579], [2.046, -1.977, -0.216], [-2.217, -1.849, -0.729], [1.794, -0.505, 1.754], [-2.406, -0.392, 1.169], [0.475, 0.776, 3.291], [-1.219, 0.364, 3.392], [-0.598, 1.703, 2.406]], "lowdin_charge": [-0.17, -0.17, 0.05, 0.06, 0.05, 0.06, 0.06, 0.05, -0.06, -0.10, -0.09, -0.09, -0.06, -0.06, -0.29, 0.10, 0.10, 0.10, 0.11, 0.11, 0.07, 0.08, 0.08], "multiplicity": 1, "homo_lumo_gap_ev": 10.10, "smiles": "Cc1ccccc1.CC"}

Entry B
{"formula": "C9H14", "method": "ωB97M-V with the def2-TZVPD basis set", "symbols": ["C", "C", "H", "H", "H", "H", "H", "H", "C", "C", "C", "C", "C", "C", "C", "H", "H", "H", "H", "H", "H", "H", "H"], "xyz": [[1.278, -2.048, -1.151], [1.546, -3.332, -0.364], [1.968, -1.919, -1.967], [0.283, -2.007, -1.554], [1.317, -1.210, -0.432], [1.757, -4.224, -0.991], [0.682, -3.624, 0.235], [2.442, -3.137, 0.255], [-2.645, 0.345, 0.120], [-0.145, 3.179, 0.671], [-1.277, 2.472, 0.251], [1.035, 2.416, 0.740], [-1.397, 1.092, 0.344], [1.059, 1.027, 0.543], [-0.187, 0.410, 0.512], [-0.121, 4.244, 0.796], [-2.095, 3.036, -0.167], [1.929, 2.973, 0.707], [1.981, 0.446, 0.496], [-2.679, -0.705, -0.161], [-3.335, 0.776, -0.591], [-0.193, -0.691, 0.607], [-3.205, 0.480, 1.099]], "lowdin_charge": [-0.17, -0.16, 0.06, 0.06, 0.01, 0.07, 0.06, 0.07, -0.06, -0.06, -0.06, -0.09, -0.29, -0.08, -0.08, 0.10, 0.11, 0.08, 0.10, 0.08, 0.07, 0.10, 0.11], "multiplicity": 1, "homo_lumo_gap_ev": 9.86, "smiles": "Cc1ccccc1.CC"}

Entry C
{"formula": "C9H14", "method": "ωB97M-V with the def2-TZVPD basis set", "symbols": ["C", "C", "C", "C", "C", "C", "C", "H", "H", "H", "H", "H", "H", "H", "H", "C", "C", "H", "H", "H", "H", "H", "H"], "xyz": [[0.434, -0.412, -3.276], [-1.154, -0.266, 0.158], [-0.884, -0.160, -1.190], [-0.436, -1.293, 0.826], [0.123, -0.874, -1.845], [0.489, -2.070, 0.173], [0.860, -1.827, -1.166], [-1.993, 0.268, 0.543], [-1.335, 0.628, -1.772], [-0.608, -1.438, 1.878], [1.022, -2.866, 0.686], [0.770, -1.259, -3.865], [1.283, 0.284, -3.148], [1.689, -2.264, -1.720], [-0.419, 0.099, -3.716], [0.601, 1.708, 1.681], [-0.537, 1.674, 2.704], [1.519, 2.131, 2.015], [0.806, 0.656, 1.443], [0.310, 2.206, 0.767], [-0.164, 1.483, 3.701], [-1.089, 2.649, 2.676], [-1.288, 0.943, 2.446]], "lowdin_charge": [-0.05, -0.10, -0.07, -0.12, -0.28, -0.09, -0.04, 0.10, 0.10, 0.10, 0.10, 0.07, 0.09, 0.11, 0.07, -0.16, -0.16, 0.05, 0.04, 0.06, 0.06, 0.08, 0.03], "multiplicity": 1, "homo_lumo_gap_ev": 10.00, "smiles": "Cc1ccccc1.CC"}

Entry D
{"formula": "C9H14", "method": "ωB97M-V with the def2-TZVPD basis set", "symbols": ["C", "C", "H", "H", "H", "H", "H", "H", "C", "C", "C", "C", "C", "C", "C", "H", "H", "H", "H", "H", "H", "H", "H"], "xyz": [[0.494, -1.717, 3.549], [1.263, -0.606, 2.950], [-0.430, -1.821, 2.940], [0.782, -2.760, 3.570], [0.061, -1.416, 4.537], [0.716, -0.227, 2.053], [2.264, -0.833, 2.551], [1.480, 0.221, 3.613], [0.092, -1.085, -0.388], [0.068, 1.428, -0.961], [-0.093, 0.083, -1.320], [-0.425, 2.461, -1.699], [-0.633, -0.199, -2.573], [-1.162, 2.171, -2.900], [-1.133, 0.873, -3.360], [0.675, 1.457, -0.035], [-0.259, 3.517, -1.562], [-0.820, -1.709, -0.407], [0.092, -0.600, 0.675], [-0.828, -1.101, -3.154], [-1.782, 2.959, -3.259], [-1.469, 0.641, -4.362], [1.045, -1.738, -0.459]], "lowdin_charge": [-0.18, -0.19, 0.06, 0.06, 0.08, 0.02, 0.08, 0.06, -0.06, -0.07, -0.30, -0.08, -0.05, -0.08, -0.10, 0.12, 0.10, 0.08, 0.05, 0.11, 0.09, 0.10, 0.11], "multiplicity": 1, "homo_lumo_gap_ev": 9.96, "smiles": "Cc1ccccc1.CC"}

Which structure is most stable? entry A, by 39.5 kJ/mol over the runner-up.

Entry A
{"formula": "C9H14", "method": "ωB97M-V with the def2-TZVPD basis set", "symbols": ["C", "C", "H", "H", "H", "H", "H", "H", "C", "C", "C", "C", "C", "C", "C", "H", "H", "H", "H", "H", "H", "H", "H"], "xyz": [[4.339, 0.633, 1.471], [3.285, 0.063, 0.499], [3.784, 0.936, 2.389], [5.016, -0.153, 1.892], [4.832, 1.505, 0.926], [2.312, 0.108, 1.061], [3.135, 0.651, -0.491], [3.427, -0.979, 0.044], [-3.758, -0.852, -1.638], [-0.331, -0.817, -0.096], [-0.271, 0.453, 0.462], [-1.453, -1.233, -0.782], [-2.598, -0.371, -0.822], [-1.401, 1.310, 0.443], [-2.626, 0.859, -0.187], [0.481, -1.443, -0.074], [0.504, 0.914, 1.124], [-1.392, -2.152, -1.364], [-1.430, 2.366, 0.763], [-3.892, -1.901, -1.640], [-3.590, -0.657, -2.734], [-3.622, 1.187, 0.049], [-4.750, -0.427, -1.295]], "lowdin_charge": [-0.18, -0.21, 0.06, 0.07, 0.08, 0.02, 0.09, 0.08, -0.08, -0.10, -0.10, -0.04, -0.29, -0.06, -0.05, 0.07, 0.09, 0.11, 0.10, 0.05, 0.10, 0.10, 0.09], "multiplicity": 1, "homo_lumo_gap_ev": 9.93, "smiles": "Cc1ccccc1.CC"}

Entry B
{"formula": "C9H14", "method": "ωB97M-V with the def2-TZVPD basis set", "symbols": ["C", "C", "C", "C", "C", "C", "C", "H", "H", "H", "H", "H", "H", "H", "H", "C", "C", "H", "H", "H", "H", "H", "H"], "xyz": [[-1.666, -1.304, 0.584], [-0.947, 2.416, 0.896], [-1.626, 1.217, 0.747], [0.432, 2.432, 0.729], [-0.947, -0.003, 0.691], [1.123, 1.220, 0.780], [0.440, 0.021, 0.843], [-1.489, 3.311, 1.176], [-2.696, 1.150, 0.585], [0.952, 3.353, 0.560], [2.199, 1.326, 0.728], [-1.001, -2.092, 0.211], [-2.517, -1.328, -0.097], [0.999, -0.900, 0.965], [-1.994, -1.679, 1.552], [1.213, -2.872, -2.063], [1.528, -1.387, -2.031], [1.827, -3.501, -2.706], [1.378, -3.315, -1.078], [0.151, -3.078, -2.179], [2.441, -1.121, -1.503], [0.694, -0.801, -1.670], [1.732, -1.072, -3.059]], "lowdin_charge": [-0.06, -0.09, -0.05, -0.09, -0.29, -0.09, -0.08, 0.10, 0.11, 0.09, 0.10, 0.07, 0.08, 0.11, 0.08, -0.17, -0.17, 0.06, 0.05, 0.06, 0.06, 0.04, 0.06], "multiplicity": 1, "homo_lumo_gap_ev": 9.95, "smiles": "Cc1ccccc1.CC"}

Which structure is most stable? entry B, by 95.5 kJ/mol over the runner-up.

Entry A
{"formula": "C9H14", "method": "ωB97M-V with the def2-TZVPD basis set", "symbols": ["C", "C", "C", "C", "C", "C", "C", "H", "H", "H", "H", "H", "H", "H", "H", "C", "C", "H", "H", "H", "H", "H", "H"], "xyz": [[0.274, 2.374, -0.813], [-1.356, 0.561, -0.023], [-0.233, 0.944, -0.835], [-1.829, -0.728, -0.181], [-1.100, -1.688, -0.840], [0.554, -0.055, -1.500], [0.028, -1.372, -1.582], [-1.813, 1.315, 0.522], [-2.765, -0.988, 0.212], [0.812, 2.592, -1.760], [0.854, 2.564, 0.000], [-1.279, -2.761, -0.584], [1.614, 0.149, -1.721], [0.711, -2.209, -1.999], [-0.529, 3.040, -0.889], [1.123, 0.124, 2.970], [1.547, -0.567, 1.576], [1.937, 0.150, 3.695], [1.198, 1.145, 2.641], [0.309, -0.343, 3.398], [2.349, -1.217, 1.911], [1.984, 0.024, 0.726], [0.572, -1.017, 1.217]], "lowdin_charge": [-0.05, -0.03, -0.25, -0.11, -0.14, -0.07, -0.10, 0.09, 0.09, 0.09, 0.04, 0.12, 0.11, 0.13, 0.06, -0.13, -0.13, 0.05, 0.04, 0.03, 0.05, 0.06, 0.06], "multiplicity": 1, "homo_lumo_gap_ev": 9.83, "smiles": "Cc1ccccc1.CC"}

Entry B
{"formula": "C9H14", "method": "ωB97M-V with the def2-TZVPD basis set", "symbols": ["C", "C", "C", "C", "C", "C", "C", "H", "H", "H", "H", "H", "H", "H", "H", "C", "C", "H", "H", "H", "H", "H", "H"], "xyz": [[0.476, 1.666, -1.565], [-1.195, -0.297, -1.412], [0.060, 0.283, -1.117], [-1.522, -1.576, -0.962], [1.026, -0.504, -0.527], [-0.476, -2.299, -0.365], [0.782, -1.825, -0.139], [-1.942, 0.249, -1.976], [-2.491, -2.004, -1.174], [1.028, 2.204, -0.813], [-0.457, 2.112, -1.957], [2.024, -0.116, -0.308], [-0.709, -3.338, -0.097], [1.471, -2.441, 0.420], [0.984, 1.621, -2.536], [-0.157, 1.950, 1.957], [0.710, 1.246, 3.037], [0.108, 3.002, 1.879], [0.153, 1.499, 1.023], [-1.226, 1.797, 2.144], [1.485, 0.625, 2.585], [0.137, 0.558, 3.651], [1.190, 2.003, 3.660]], "lowdin_charge": [-0.06, -0.04, -0.31, -0.07, -0.08, -0.12, -0.09, 0.10, 0.10, 0.07, 0.08, 0.12, 0.10, 0.10, 0.08, -0.14, -0.15, 0.06, 0.01, 0.07, 0.05, 0.06, 0.06], "multiplicity": 1, "homo_lumo_gap_ev": 10.06, "smiles": "Cc1ccccc1.CC"}

Entry C
{"formula": "C9H14", "method": "ωB97M-V with the def2-TZVPD basis set", "symbols": ["C", "C", "H", "H", "H", "H", "H", "H", "C", "C", "C", "C", "C", "C", "C", "H", "H", "H", "H", "H", "H", "H", "H"], "xyz": [[0.989, -0.878, -2.650], [0.705, -2.279, -2.104], [0.394, -0.142, -2.121], [2.023, -0.594, -2.535], [0.618, -0.690, -3.666], [0.787, -2.244, -1.009], [1.376, -3.095, -2.373], [-0.322, -2.591, -2.297], [-1.734, -0.731, 0.285], [0.651, 2.349, 2.095], [0.105, 1.338, 2.920], [0.525, 2.316, 0.735], [-0.629, 0.330, 2.381], [-0.147, 1.192, 0.176], [-0.802, 0.280, 0.960], [1.045, 3.185, 2.663], [0.425, 1.216, 3.950], [1.042, 3.117, 0.222], [-1.039, -0.537, 2.888], [-0.041, 1.142, -0.890], [-2.211, -0.140, -0.502], [-2.498, -0.946, 1.033], [-1.259, -1.596, -0.162]], "lowdin_charge": [-0.15, -0.17, 0.02, 0.06, 0.07, 0.06, 0.06, 0.06, -0.04, -0.11, -0.10, -0.07, -0.05, -0.06, -0.26, 0.10, 0.10, 0.10, 0.11, 0.08, 0.08, 0.08, 0.05], "multiplicity": 1, "homo_lumo_gap_ev": 10.05, "smiles": "Cc1ccccc1.CC"}

Which structure is most stable? entry B, by 17.3 kJ/mol over the runner-up.